2
Properties=species:S:1:pos:R:3 method="wB97M-V/def2-TZVPD" energy_ha=-2100.66172 homo_lumo_gap_ha=0.3096 spin_multiplicity=1 charge=0 homo_energy_ev=-9.85
Cu 3.4006 6.6355 10.5007
Cl 5.2576 6.1564 11.2607